{"formula": "C2H3O3S", "method": "ωB97M-V with the def2-TZVPD basis set", "elements": ["C", "C", "O", "O", "O", "S", "H", "H", "H"], "xyz": [[-0.793, 1.151, 0.371], [0.309, -0.563, 0.260], [-1.947, 0.964, 0.287], [0.018, 1.974, 0.573], [-0.669, -1.481, -0.331], [1.962, -0.737, -0.433], [0.433, -0.841, 1.322], [-1.132, -0.842, -0.889], [1.818, 0.376, -1.161]], "lumo_ha": 0.1313, "homo_ev": -3.37, "homo_lumo_gap_ev": 6.940, "total_charge": -1, "spin_multiplicity": 1, "relative_energy_kcal_mol": 36.5}